This record from OMol25 describes a cluster of 2 separate species, C19H19ClNO9S3 in total at a distorted geometry. The level of theory is ωB97M-V/def2-TZVPD.

Results
Kohn-Sham gap   4.857 eV
HOMO   -3.35 eV
Electronic energy   -84951.542 eV
Multiplicity   1
Total charge   -1

Last column: natural (NBO) charge in e.
Element x y z (Å)
1 C -5.71763 1.68052 2.65547  -0.2541
2 O -5.03142 0.61573 3.32921  -0.5008
3 C -3.75684 0.35784 2.95193  0.3222
4 C -3.07461 1.13077 1.98747  -0.3043
5 C -1.75693 0.82985 1.69829  -0.1754
6 C -1.09260 -0.27289 2.27831  -0.0575
7 C 0.32940 -0.56048 2.02894  -0.0391
8 C 1.31860 0.20932 2.54770  -0.6452
9 S 3.03381 -0.26976 2.58844  2.1765
10 O 3.35616 -0.52680 3.97258  -0.9379
11 O 3.22684 -1.25859 1.54823  -0.9158
12 C 3.80037 1.27618 2.06299  -0.6763
13 C 3.71428 2.40493 3.07213  -0.4191
14 C 2.50465 2.39950 3.98903  -0.6684
15 S 0.96305 1.79885 3.29657  2.1609
16 O 0.58885 2.70645 2.22659  -0.9310
17 O 0.07812 1.55254 4.41392  -0.9287
18 C -1.84242 -1.09806 3.15557  -0.1833
19 C -3.12820 -0.77490 3.52299  -0.2647
20 H -6.71981 1.62827 3.06571  0.1930
21 H -5.26252 2.64893 2.88240  0.1784
22 H -5.73370 1.52619 1.57260  0.1853
23 H -3.54716 1.99395 1.50962  0.2189
24 H -1.24083 1.47975 0.98857  0.2531
25 H 0.60150 -1.43048 1.43396  0.2628
26 H 4.84421 0.96989 1.90763  0.2489
27 H 3.36022 1.56538 1.09520  0.2745
28 H 4.60961 2.39429 3.70487  0.2243
29 H 3.73077 3.35365 2.52172  0.2296
30 H 2.67242 1.82675 4.90936  0.2615
31 H 2.23532 3.43434 4.24089  0.2550
32 H -1.34678 -1.97761 3.57525  0.2109
33 H -3.66442 -1.34357 4.27791  0.2176
34 O 1.89334 -3.98211 -7.99121  -0.4030
35 N 1.28368 -2.89018 -7.93659  0.4930
36 O 1.05222 -2.17826 -8.94529  -0.4084
37 C 0.82753 -2.40770 -6.67406  0.0475
38 C 0.16587 -1.16945 -6.61551  -0.1963
39 C -0.22642 -0.64658 -5.38633  -0.2064
40 C 0.00308 -1.35418 -4.18887  -0.2373
41 S -0.66344 -0.65756 -2.63714  2.1441
42 C 0.66231 -0.41728 -1.56288  -0.9978
43 Cl 0.80713 0.98781 -0.68151  -0.0271
44 O -1.26557 0.57119 -3.12663  -0.9857
45 O -1.51131 -1.69563 -2.09176  -0.9674
46 C 0.65709 -2.60447 -4.25179  -0.2201
47 C 1.06612 -3.12892 -5.48681  -0.1889
48 H -0.03379 -0.61790 -7.53129  0.2393
49 H -0.72553 0.32119 -5.39236  0.2518
50 H 1.53143 -1.12297 -1.60790  0.2205
51 H 0.85388 -3.18448 -3.34503  0.2344
52 H 1.57007 -4.09321 -5.55905  0.2357